Record 1
# C28H56O14

A 7-piece molecular cluster, C28H56O14 overall at a distorted geometry (ωB97M-V/def2-TZVPD, the OMol25 dataset).

Last column: Mulliken charge in e.
Element x y z (Å)
O 0.74 2.31 3.06  -0.725
C 0.12 1.47 2.36  0.209
O -0.50 1.77 1.21  -0.076
C -0.13 2.81 0.44  -0.918
C -1.22 3.08 -0.56  -1.205
C -0.34 0.19 3.03  -0.359
H 0.76 2.80 -0.28  0.085
H 0.01 3.65 0.90  1.618
H -2.12 3.11 -0.01  0.539
H -1.21 2.09 -1.21  0.110
H -1.08 3.91 -1.34  -0.124
H -0.82 0.16 3.97  0.496
H 0.45 -0.41 3.26  0.428
H -1.09 -0.12 2.24  -0.294
O -5.94 -1.46 -3.01  -0.633
C -4.81 -1.25 -2.53  0.699
O -3.81 -2.07 -2.64  -0.094
C -3.68 -2.89 -3.66  -0.536
C -2.95 -4.22 -3.15  -0.787
C -4.55 -0.09 -1.59  -0.722
H -3.04 -2.63 -4.60  0.259
H -4.53 -3.21 -4.20  0.452
H -3.54 -4.72 -2.27  0.319
H -2.00 -4.19 -2.50  -0.160
H -2.65 -5.01 -3.95  0.585
H -5.44 0.42 -1.72  0.436
H -3.67 0.41 -2.20  0.160
H -4.33 -0.31 -0.56  0.127
O -2.08 -3.51 4.77  -0.562
C -2.64 -2.54 4.37  0.696
O -2.90 -2.22 3.07  -0.190
C -2.61 -3.07 1.99  -1.550
C -2.91 -2.43 0.70  3.137
C -3.09 -1.51 5.29  -0.956
H -3.10 -3.86 1.95  0.954
H -1.58 -3.28 1.99  0.411
H -2.72 -3.16 -0.18  -0.380
H -2.31 -1.74 0.82  -2.369
H -4.03 -1.89 0.87  0.257
H -3.50 -2.09 6.09  0.353
H -3.94 -0.94 4.80  0.249
H -2.30 -0.84 5.61  0.241
O 2.27 1.03 -0.46  -0.468
C 1.68 0.58 0.38  0.093
O 0.77 -0.39 0.41  -0.181
C 0.16 -0.64 -0.82  -1.256
C -1.16 -1.45 -0.45  -0.940
C 2.14 0.99 1.83  -0.327
H 0.86 -1.20 -1.29  0.631
H -0.08 0.34 -1.24  0.431
H -0.80 -2.04 0.37  0.304
H -1.35 -1.95 -1.35  0.270
H -2.10 -1.11 -0.12  0.505
H 1.80 2.06 1.82  -0.203
H 3.26 1.03 2.12  0.226
H 1.72 0.32 2.52  0.476
O 1.77 -7.48 -5.17  -0.548
C 2.16 -6.72 -4.27  0.597
O 1.49 -5.62 -3.75  -0.237
C 0.23 -5.27 -4.34  -0.549
C -0.40 -4.23 -3.49  -0.812
C 3.39 -7.06 -3.37  -0.953
H -0.26 -6.36 -4.29  0.273
H 0.46 -4.95 -5.45  0.295
H -1.27 -3.94 -3.92  0.305
H 0.26 -3.44 -3.36  0.431
H -0.80 -4.77 -2.57  0.260
H 2.89 -7.48 -2.58  0.292
H 3.91 -6.18 -3.06  0.334
H 4.05 -7.77 -3.99  0.275
O 4.91 4.80 1.89  -0.567
C 5.01 3.72 2.41  0.897
O 4.25 3.29 3.48  -0.320
C 3.12 4.27 3.84  -0.451
C 2.40 3.51 5.04  -0.941
C 6.14 2.64 2.07  -1.365
H 2.64 4.51 2.88  -0.042
H 3.51 5.11 3.99  0.957
H 1.93 4.30 5.67  0.367
H 3.20 3.05 5.70  0.333
H 1.95 2.65 4.47  0.075
H 6.80 2.98 1.20  0.282
H 5.66 1.77 1.95  0.379
H 6.73 2.70 2.85  0.526
O -0.51 5.97 -0.09  -0.558
C 0.00 5.82 -1.23  0.533
O 1.18 5.13 -1.52  -0.396
C 1.89 4.58 -0.46  1.579
C 3.33 4.12 -0.88  -1.138
C -0.83 6.23 -2.50  -0.971
H 1.36 3.69 -0.15  -0.952
H 1.86 5.28 0.36  0.596
H 3.23 3.37 -1.63  0.382
H 3.68 3.79 -0.16  -0.185
H 3.94 5.05 -1.16  0.334
H -1.67 5.45 -2.68  0.207
H -0.22 6.36 -3.45  0.268
H -1.51 7.00 -2.57  0.467

## Properties
F_max: 0.2903 Eh/bohr
DFT total energy: -2153.137107 a.u.
HOMO energy: -0.350 hartree
gap between HOMO and LUMO: 9.802 eV
relative energy (zero: lowest compared OMol25 entry of this formula, charge and spin): 477.5 kcal per mole
LUMO energy: 0.3 eV
structure (SMILES): CCOC(C)=O.CCOC(C)=O.CCOC(C)=O.CCOC(C)=O.CCOC(C)=O.CCOC(C)=O.CCOC(C)=O

=====

Record 2
# C38H62BClN8O11P

A 7-piece molecular cluster, C38H62BClN8O11P overall at a distorted geometry (ωB97M-V/def2-TZVPD, the OMol25 dataset).

Last column: Mulliken charge in e.
Element x y z (Å)
C 4.00 -1.33 2.82  -0.870
O 3.55 -0.50 1.73  -0.306
B 3.55 -1.14 0.50  0.595
O 4.73 -1.60 -0.02  -0.577
C 2.13 -1.20 -0.23  0.979
C 1.58 0.02 -0.68  -0.003
C 2.18 1.38 -0.52  -1.187
C 1.22 2.18 0.36  0.874
C 1.35 2.08 1.73  -0.418
C 0.46 2.75 2.59  -1.327
C -0.55 3.52 2.06  -0.537
C -0.67 3.64 0.69  -1.348
C 0.20 2.98 -0.16  1.966
C -0.01 3.16 -1.66  -1.841
C 0.35 -0.12 -1.33  -0.692
N -0.24 -1.28 -1.45  1.278
O -1.44 -1.32 -2.12  -0.351
C -2.46 -0.62 -1.36  0.050
O -2.71 0.49 -1.68  -0.363
C -3.20 -1.28 -0.24  0.573
C -2.72 -1.44 1.04  -0.072
C -3.52 -2.03 1.98  -0.902
C -4.80 -2.46 1.71  -0.147
C -5.28 -2.30 0.41  -0.724
C -4.48 -1.72 -0.53  -0.337
N 0.17 -2.45 -1.03  -1.163
C 1.34 -2.36 -0.45  -0.147
P 1.93 -4.07 0.11  0.116
O 2.30 -3.87 1.71  -0.302
Cl 3.69 -4.50 -0.91  -0.207
H 3.13 -1.83 3.25  0.272
H 4.48 -0.67 3.55  0.299
H 4.75 -2.07 2.53  0.351
H 5.27 -0.92 -0.44  0.339
H 3.14 1.36 0.01  0.589
H 2.33 1.86 -1.49  0.202
H 2.12 1.46 2.18  0.493
H 0.55 2.67 3.67  0.466
H -1.26 4.03 2.70  0.476
H -1.46 4.22 0.23  0.638
H 0.03 4.22 -1.91  0.569
H 0.78 2.64 -2.21  -0.186
H -0.97 2.69 -1.94  0.356
H -0.14 0.76 -1.74  1.074
H -1.72 -1.10 1.28  0.593
H -3.17 -2.14 3.00  0.416
H -5.47 -2.90 2.44  0.350
H -6.29 -2.62 0.14  0.394
H -4.89 -1.61 -1.54  0.420
H 3.25 -4.00 1.86  0.267
C -6.06 -4.23 5.47  0.113
O -6.55 -3.15 5.17  -0.589
N -6.47 -5.42 4.97  0.120
C -5.84 -6.66 5.37  -0.936
C -7.56 -5.44 4.01  -0.847
H -5.23 -4.32 6.19  0.306
H -5.42 -7.16 4.49  0.341
H -6.59 -7.32 5.82  0.340
H -5.05 -6.48 6.09  0.295
H -7.29 -4.85 3.14  0.181
H -8.45 -5.01 4.46  0.316
H -7.76 -6.46 3.71  0.379
C 2.99 5.49 2.07  0.531
O 3.89 5.58 1.25  -0.678
N 2.65 6.44 2.96  0.099
C 1.56 6.25 3.90  -0.730
C 3.38 7.70 2.97  -1.021
H 2.37 4.59 2.16  -0.021
H 0.80 7.01 3.74  0.350
H 1.95 6.33 4.92  0.400
H 1.12 5.27 3.77  0.050
H 3.30 8.18 1.99  0.307
H 4.44 7.51 3.16  0.313
H 2.98 8.36 3.73  0.401
C -0.79 7.26 1.23  0.432
O -1.55 7.15 2.18  -0.662
N -0.84 8.23 0.30  0.095
C 0.11 8.29 -0.80  -0.983
C -1.89 9.23 0.39  -0.992
H 0.04 6.55 1.08  0.097
H 0.65 9.24 -0.76  0.361
H -0.42 8.21 -1.75  0.365
H 0.83 7.47 -0.73  0.308
H -1.80 9.77 1.33  0.296
H -2.86 8.75 0.35  0.303
H -1.80 9.94 -0.44  0.397
C 1.14 -6.26 6.34  0.102
O 0.32 -5.54 6.89  -0.569
N 1.44 -6.21 5.02  0.160
C 2.42 -7.09 4.42  -0.797
C 0.75 -5.24 4.19  -0.913
H 1.71 -7.02 6.89  0.256
H 3.22 -6.49 3.97  0.251
H 1.95 -7.69 3.64  0.311
H 2.85 -7.75 5.17  0.297
H 0.94 -4.23 4.56  0.264
H -0.33 -5.43 4.23  0.342
H 1.09 -5.32 3.16  0.279
C 2.68 1.67 -4.38  0.137
O 1.80 2.30 -3.80  -0.729
N 2.47 0.85 -5.42  0.152
C 3.56 0.14 -6.07  -0.867
C 1.12 0.67 -5.92  -0.784
H 3.74 1.74 -4.09  0.335
H 3.60 0.42 -7.12  0.333
H 3.38 -0.94 -6.00  0.306
H 4.51 0.37 -5.59  0.298
H 0.71 1.63 -6.23  0.337
H 0.48 0.28 -5.12  0.167
H 1.12 -0.02 -6.76  0.307
C 0.77 -1.85 -9.76  0.123
O 1.27 -0.97 -9.09  -0.547
N 0.32 -3.02 -9.28  0.112
C -0.27 -4.04 -10.14  -0.917
C 0.44 -3.28 -7.86  -0.866
H 0.64 -1.75 -10.85  0.239
H -1.29 -4.24 -9.81  0.337
H 0.32 -4.96 -10.07  0.336
H -0.28 -3.70 -11.17  0.295
H -0.11 -2.52 -7.30  0.257
H 1.49 -3.24 -7.56  0.262
H 0.04 -4.27 -7.62  0.366

## Properties
F_max: 0.0523 Eh/bohr
DFT total energy: -3577.058498 a.u.
HOMO energy: -0.391 hartree
gap between HOMO and LUMO: 6.466 eV
total charge: +1
LUMO energy: -4.2 eV

=====

Record 3
# C32H24CuN17O2S

C32H24CuN17O2S as an isolated structure (ωB97M-V/def2-TZVPD, the OMol25 dataset).

Last column: Mulliken charge in e.
Element x y z (Å)
Cu -0.09 -0.22 0.38  -0.504
C 5.23 -0.63 1.59  -1.219
N 4.13 -0.57 0.67  1.083
C 2.87 -0.22 0.95  -0.240
N 2.17 -0.15 -0.15  -0.112
C 3.05 -0.54 -1.10  -0.415
N 4.27 -0.78 -0.66  -1.108
C 5.92 0.71 1.77  0.872
C 7.30 0.85 1.76  -0.795
C 7.89 2.08 2.03  -0.537
C 7.11 3.19 2.30  -0.923
C 5.72 3.07 2.27  0.159
C 5.13 1.84 2.00  -0.126
C 4.86 4.22 2.55  0.458
N 5.14 5.31 3.18  -0.550
N 3.96 6.05 3.23  -0.517
C 3.06 5.36 2.63  0.478
O 3.56 4.18 2.17  -0.214
C 1.65 5.67 2.41  0.300
C 1.05 6.66 3.19  -0.833
C -0.29 6.96 2.99  -0.647
C -1.01 6.32 1.99  -0.737
C -0.41 5.37 1.17  0.627
C -1.19 4.77 0.02  -0.754
N -0.36 4.58 -1.15  0.869
C 0.20 3.47 -1.65  -0.038
N 0.98 3.77 -2.67  -0.648
C 0.86 5.12 -2.74  -0.174
N 0.07 5.66 -1.85  -0.985
C 0.92 5.03 1.41  -0.290
H 5.93 -1.40 1.27  0.389
H 4.81 -0.93 2.55  0.269
H 2.49 -0.02 1.94  0.346
H 2.79 -0.63 -2.14  0.460
H 7.92 -0.02 1.56  0.390
H 8.96 2.17 2.03  0.376
H 7.55 4.15 2.52  0.495
H 4.05 1.75 1.99  0.852
H 1.63 7.15 3.96  0.485
H -0.77 7.71 3.60  0.372
H -2.04 6.59 1.81  0.416
H -1.99 5.45 -0.26  0.408
H -1.65 3.82 0.29  0.090
H -0.01 2.48 -1.28  0.479
H 1.37 5.72 -3.48  0.440
H 1.41 4.30 0.78  0.693
N -2.77 -1.87 -0.62  -0.106
C -2.94 -0.52 -0.36  0.455
N -4.15 0.03 -0.28  -0.584
N -3.90 1.33 -0.04  -0.725
N -2.62 1.54 0.02  -0.111
N -1.97 0.37 -0.17  0.298
C -1.58 -2.57 -0.61  0.556
N -1.54 -3.90 -0.66  -0.547
N -0.22 -4.19 -0.69  -0.695
N 0.47 -3.10 -0.64  -0.362
N -0.36 -2.04 -0.60  0.349
H -3.60 -2.43 -0.49  0.243
C 1.41 2.48 10.11  -0.985
C 0.35 1.45 9.87  0.722
O -0.82 1.68 9.86  -0.529
S 1.00 -0.24 9.54  -0.231
C 0.77 -0.22 7.77  -0.159
C 1.87 -0.02 6.95  -0.415
C 1.72 0.00 5.57  -0.457
C 0.46 -0.15 4.97  0.903
C -0.64 -0.35 5.83  -0.647
C -0.49 -0.39 7.20  -0.196
C 0.30 -0.12 3.56  -0.224
C 0.16 -0.06 2.34  -0.625
H 0.96 3.43 10.41  0.314
H 1.98 2.61 9.19  0.256
H 2.11 2.12 10.87  0.321
H 2.85 0.11 7.39  0.435
H 2.58 0.15 4.94  0.412
H -1.62 -0.49 5.38  0.480
H -1.35 -0.55 7.84  0.412

## Properties
F_max: 0.0107 Eh/bohr
DFT total energy: -4353.851250 a.u.
HOMO energy: -0.061 hartree
gap between HOMO and LUMO: 5.144 eV
relative energy (zero: lowest compared OMol25 entry of this formula, charge and spin): 41.3 kcal per mole
total charge: -2
LUMO energy: 3.5 eV

=====

Record 4
# C5H7N3OS

C5H7N3OS as an isolated structure at a distorted geometry (ωB97M-V/def2-TZVPD, the OMol25 dataset).

Last column: Mulliken charge in e.
Element x y z (Å)
C 2.05 -0.17 0.07  -0.210
C 1.30 0.67 0.69  -0.697
C 1.30 -1.22 -0.79  -0.446
C -0.05 -1.31 -0.18  -0.867
C -0.57 0.01 0.31  0.529
N -1.24 0.05 1.50  -0.203
N -1.88 1.09 1.65  -0.477
N -1.87 1.89 0.59  -0.015
O -2.12 0.76 -1.82  -0.560
S -1.12 1.27 -0.90  0.448
H 3.10 -0.23 -0.18  0.384
H 1.28 1.42 1.33  0.578
H 1.41 -1.00 -1.95  0.288
H 1.78 -2.22 -0.74  0.343
H -0.64 -1.76 -0.92  0.302
H -0.17 -1.93 0.66  0.354
H -2.55 2.68 0.67  0.248

## Properties
F_max: 0.1042 Eh/bohr
DFT total energy: -832.240621 a.u.
HOMO energy: -0.344 hartree
gap between HOMO and LUMO: 9.672 eV
relative energy (zero: lowest compared OMol25 entry of this formula, charge and spin): 120.9 kcal per mole
LUMO energy: 0.3 eV

=====

What did the fourth record say?
# C5H7N3OS

C5H7N3OS as an isolated structure at a distorted geometry (ωB97M-V/def2-TZVPD, the OMol25 dataset).

Last column: Mulliken charge in e.
Element x y z (Å)
C 2.05 -0.17 0.07  -0.210
C 1.30 0.67 0.69  -0.697
C 1.30 -1.22 -0.79  -0.446
C -0.05 -1.31 -0.18  -0.867
C -0.57 0.01 0.31  0.529
N -1.24 0.05 1.50  -0.203
N -1.88 1.09 1.65  -0.477
N -1.87 1.89 0.59  -0.015
O -2.12 0.76 -1.82  -0.560
S -1.12 1.27 -0.90  0.448
H 3.10 -0.23 -0.18  0.384
H 1.28 1.42 1.33  0.578
H 1.41 -1.00 -1.95  0.288
H 1.78 -2.22 -0.74  0.343
H -0.64 -1.76 -0.92  0.302
H -0.17 -1.93 0.66  0.354
H -2.55 2.68 0.67  0.248

## Properties
F_max: 0.1042 Eh/bohr
DFT total energy: -832.240621 a.u.
HOMO energy: -0.344 hartree
gap between HOMO and LUMO: 9.672 eV
relative energy (zero: lowest compared OMol25 entry of this formula, charge and spin): 120.9 kcal per mole
LUMO energy: 0.3 eV